(1)
ORCA calculation (ωB97M-V with the def2-TZVPD basis set) on the molecule C4H7NO2 at a distorted geometry.

Each line ends with the natural charge from an NBO analysis.
Element x y z (Å)
C -1.63461 -1.26382 0.13122  0.525
N -1.20592 -0.01090 0.17783  -0.632
C 1.23456 -0.45984 -0.60376  -0.636
C 0.29743 0.17982 0.34690  -0.143
C 0.53961 1.65703 0.31533  0.410
O -0.40402 2.43209 0.70710  -0.531
O -0.96379 -2.18168 -0.39856  -0.611
H -2.65242 -1.43513 0.48273  0.127
H -1.76186 0.71116 -0.17387  0.419
H 1.47437 0.29286 -1.37777  0.194
H 0.85319 -1.36439 -0.99126  0.278
H 2.17906 -0.49504 -0.10460  0.218
H 0.48108 -0.11217 1.48730  0.232
H 1.56331 2.05002 0.00140  0.149

Properties
Highest occupied orbital energy (eV): -9.900
Kohn-Sham gap (eV): 10.13
SMILES: C[C@@H](C=O)NC=O

***

(2)
ORCA calculation (ωB97M-V with the def2-TZVPD basis set) on a 2-piece molecular cluster, Cl2S overall at a distorted geometry.

Each line ends with the natural charge from an NBO analysis.
Element x y z (Å)
S 2.25919 -0.10502 0.00000  0.263
Cl -2.57639 -0.05457 0.00000  -0.444
Cl 0.31720 0.15959 0.00000  0.181

Properties
Highest occupied orbital energy (spin up / spin down) (eV): -9.195 / -9.149
Kohn-Sham gap (spin up / spin down) (eV): 4.16 / 4.08

***

(3)
ORCA calculation (ωB97M-V with the def2-TZVPD basis set) on the molecule C4H9NO2 at a distorted geometry.

Each line ends with the natural charge from an NBO analysis.
Element x y z (Å)
C -1.86789 0.66290 1.00460  -0.548
C -1.75128 -0.61236 0.23318  -0.266
N -0.76144 -0.33651 -0.79163  -0.638
C 0.54663 -0.37081 -0.26819  0.879
O 0.86300 -0.41878 0.90464  -0.640
O 1.43377 -0.27710 -1.26193  -0.492
C 2.77876 -0.09404 -0.82739  -0.260
H -0.97037 0.79935 1.61869  0.238
H -1.68928 1.52786 0.06433  0.131
H -2.78420 0.68762 1.61954  0.219
H -1.44991 -1.31536 1.01874  0.230
H -2.68510 -0.95524 -0.22666  0.199
H -1.01314 0.83817 -0.89689  0.369
H 3.37244 -0.03160 -1.73843  0.195
H 2.87164 0.82744 -0.24485  0.189
H 3.10637 -0.93154 -0.20773  0.196

Properties
Highest occupied orbital energy (eV): -9.757
Kohn-Sham gap (eV): 10.64
SMILES: CCNC(=O)OC

***

(4)
ORCA calculation (ωB97M-V with the def2-TZVPD basis set) on a 3-piece molecular cluster, C13H29O2S2 overall at a distorted geometry.

Each line ends with the natural charge from an NBO analysis.
Element x y z (Å)
C 1.24684 -1.07254 -0.15931  -0.550
C 1.13227 0.24847 0.13279  -0.189
C 0.25300 1.03747 -0.71989  -0.689
C -0.72501 1.95962 0.06890  -0.428
C -1.15222 1.43136 1.43047  -0.395
C -1.81155 0.04994 1.38656  -0.422
C -3.32225 0.08939 1.14711  -0.388
C -3.64102 -0.17307 -0.34375  -0.408
C -4.92510 0.54055 -0.82459  -0.612
H 2.19588 -1.59747 -0.28095  0.159
H 0.35580 -1.65057 -0.34000  0.169
H 1.66931 0.68777 0.98537  0.121
H 0.93455 1.67053 -1.28635  0.185
H -1.59117 2.18902 -0.55576  0.167
H -0.23163 2.93508 0.23688  0.152
H -1.85624 2.15446 1.85390  0.173
H -0.31433 1.42443 2.11771  0.204
H -1.54253 -0.49078 2.29143  0.192
H -1.35943 -0.49620 0.56778  0.231
H -3.76330 -0.74264 1.69703  0.181
H -3.78669 1.00886 1.49187  0.180
H -2.78504 0.17475 -0.91549  0.227
H -3.71075 -1.24443 -0.48849  0.186
H -5.75087 -0.15416 -0.93069  0.190
H -5.16761 1.32446 -0.11381  0.195
H -4.72084 1.04585 -1.76150  0.203
C 1.22841 1.09028 -4.60008  -0.857
S 2.80968 0.25525 -4.45809  1.256
O 3.47045 0.76973 -3.23650  -0.974
C 3.61839 1.07551 -5.84690  -0.836
H 0.59974 0.74655 -3.77359  0.286
H 1.37732 2.16779 -4.52315  0.222
H 0.76702 0.83260 -5.55557  0.207
H 3.60964 2.15477 -5.69041  0.223
H 3.09993 0.82081 -6.77235  0.213
H 4.64609 0.72014 -5.89482  0.227
C 2.96105 -2.06364 5.19746  -0.837
S 1.94000 -1.38085 3.87669  1.285
O 0.96305 -0.47791 4.53829  -0.986
C 1.07484 -2.90308 3.48404  -0.836
H 3.55815 -1.25315 5.61016  0.232
H 2.32421 -2.48506 5.97658  0.219
H 3.61902 -2.83093 4.78759  0.218
H 0.56799 -3.27765 4.37509  0.215
H 1.78803 -3.63807 3.11026  0.222
H 0.34690 -2.67325 2.70810  0.264

Properties
Total charge: -1
Highest occupied orbital energy (eV): -1.369
Kohn-Sham gap (eV): 4.02

***

(5)
ORCA calculation (ωB97M-V with the def2-TZVPD basis set) on C7H11I2N2O5STb as an isolated structure at a distorted geometry.

Each line ends with the Mulliken spin population.
Element x y z (Å)
C -0.91570 1.02872 -2.19268  0.017
I -2.74746 1.26293 0.58223  -0.017
H -0.36723 1.17979 -3.12795  -0.005
H -0.66892 1.78259 -1.44630  0.002
H -1.99190 1.10766 -2.38041  -0.001
C 2.22820 1.42362 2.19077  -0.004
C 0.73200 0.42448 0.78819  0.011
N 0.98527 0.82115 2.07489  -0.002
H 3.72275 1.79090 0.59104  0.000
I 0.69347 -2.82206 0.54230  -0.014
N 1.86097 0.80352 0.11095  -0.008
H 2.60074 1.79344 3.13244  0.001
Tb -0.92188 -0.69623 0.22844  6.035
C -0.65063 -0.38843 -1.68618  -0.032
O -0.31049 -1.27084 -2.43801  0.014
C 2.77694 1.41893 0.95126  -0.001
C 2.15272 0.50743 -1.29066  -0.003
H 3.22741 0.61849 -1.44549  0.000
H 1.61681 1.19072 -1.95391  0.000
H 1.87069 -0.52539 -1.49444  -0.001
C 0.15457 0.47941 3.22666  -0.002
H 0.23482 1.27571 3.96943  -0.001
H 0.49333 -0.46737 3.65901  0.001
H -0.88244 0.39640 2.89681  0.003
O -3.36546 -1.64739 -2.26848  0.001
S -3.17119 -2.62029 -1.09621  0.002
O -1.92550 -3.44430 -1.44852  0.001
O -2.91251 -1.74292 0.36106  0.004
O -4.51938 -3.68063 -1.03624  -0.001

Properties
Total charge: -2
Highest occupied orbital energy (spin up / spin down) (eV): -1.002 / -0.789
Expectation value of S²: 12.6691
Kohn-Sham gap (spin up / spin down) (eV): 5.27 / 5.06
Multiplicity: 7

***

(6)
ORCA calculation (ωB97M-V with the def2-TZVPD basis set) on a 10-piece molecular cluster, C9H37O10 overall at a distorted geometry.

Each line ends with the natural charge from an NBO analysis.
Element x y z (Å)
O 0.23079 -0.18928 0.51509  -1.267
H -0.26316 -0.23801 -0.30982  0.429
C -0.00793 1.60929 -3.54544  -0.263
O -1.20094 2.28685 -3.12422  -0.769
H 0.78377 1.97828 -2.88321  0.187
H -0.04006 0.52492 -3.40442  0.159
H 0.21761 1.87785 -4.57373  0.167
H -1.36189 2.03299 -2.19823  0.497
C 3.65811 0.51378 -0.45344  -0.256
O 2.44309 0.61144 -1.17518  -0.772
H 3.54300 0.83877 0.58282  0.190
H 3.97727 -0.53586 -0.42758  0.162
H 4.41133 1.10047 -0.97748  0.156
H 1.72539 0.36501 -0.56175  0.495
C 0.92900 3.35831 0.29440  -0.247
O 1.03318 2.36407 1.28387  -0.759
H 1.89771 3.52105 -0.19498  0.156
H 0.24519 3.10359 -0.52648  0.161
H 0.55488 4.28613 0.73256  0.154
H 0.77085 1.51395 0.86476  0.503
C -2.39884 -0.97783 -2.89220  -0.239
O -1.97805 -1.51639 -4.14334  -0.737
H -2.89285 -1.76784 -2.33517  0.190
H -1.59028 -0.49702 -2.34578  0.156
H -3.16276 -0.21251 -3.07385  0.164
H -1.85179 -0.79933 -4.76830  0.464
C -1.80945 0.45223 3.69632  -0.244
O -0.44243 0.40216 3.38950  -0.731
H -1.93068 0.21289 4.75788  0.162
H -2.23055 1.45209 3.53409  0.145
H -2.42104 -0.28787 3.16498  0.158
H -0.33060 0.21408 2.44218  0.500
C -1.56841 -2.94182 1.57570  -0.248
O -1.85108 -2.12049 0.45760  -0.766
H -0.63570 -3.49650 1.43374  0.167
H -1.48782 -2.32648 2.47553  0.164
H -2.37902 -3.66155 1.67745  0.164
H -1.10289 -1.48884 0.40144  0.489
C 2.84900 -1.68353 2.81426  -0.238
O 2.23328 -0.43762 2.60024  -0.736
H 3.09504 -1.78081 3.88068  0.150
H 2.18326 -2.52032 2.59224  0.170
H 3.80037 -1.76395 2.27800  0.154
H 1.50944 -0.53549 1.96919  0.495
C -2.62805 2.28589 0.43211  -0.250
O -1.95601 1.51069 -0.54452  -0.766
H -2.53969 3.35090 0.19985  0.173
H -3.68875 2.03170 0.50213  0.161
H -2.16694 2.18706 1.41744  0.187
H -1.49889 0.80988 -0.05058  0.498
C 1.17961 -2.68790 -1.54724  -0.256
O 1.76553 -2.33632 -0.30708  -0.776
H 0.13541 -2.99133 -1.41167  0.164
H 1.27038 -1.88768 -2.28813  0.166
H 1.71953 -3.55998 -1.92459  0.164
H 1.25454 -1.55381 0.02240  0.498

Properties
Total charge: -1
Highest occupied orbital energy (eV): -6.596
Kohn-Sham gap (eV): 9.70

***

(7)
ORCA calculation (ωB97M-V with the def2-TZVPD basis set) on the molecule C5H8O.

Each line ends with the natural charge from an NBO analysis.
Element x y z (Å)
C -0.00947 -1.17159 -1.36201  -0.606
C -0.49450 -0.70361 -0.01135  -0.198
C 0.45284 -0.36173 1.09566  -0.402
C -0.52272 0.68081 0.58948  -0.349
C 0.17249 1.94732 0.19152  0.448
O 0.34665 2.43784 -0.89620  -0.512
H 0.86372 -0.60529 -1.69672  0.217
H 0.28057 -2.22910 -1.28796  0.211
H -0.79251 -1.09990 -2.12421  0.217
H -1.34864 -1.27016 0.35530  0.212
H 1.47484 -0.15226 0.77659  0.210
H 0.37638 -0.81194 2.08137  0.218
H -1.40830 0.90777 1.18778  0.236
H 0.60866 2.43186 1.10076  0.098

Properties
Highest occupied orbital energy (eV): -9.778
Kohn-Sham gap (eV): 10.78
SMILES: C[C@H]1C[C@H]1C=O

***

(8)
ORCA calculation (ωB97M-V with the def2-TZVPD basis set) on a 12-piece molecular cluster, C8H40O12 overall at a distorted geometry.

Each line ends with the natural charge from an NBO analysis.
Element x y z (Å)
O 2.00644 3.59292 1.58061  -0.965
H 1.50120 2.78109 1.53683  0.487
H 2.62425 3.45268 2.29816  0.461
O 2.08308 2.67270 -2.54272  -0.947
H 1.95259 3.61039 -2.68393  0.477
H 2.83298 2.62133 -1.95006  0.473
O 4.22357 0.07601 0.24928  -0.945
H 4.14593 -0.39978 -0.57766  0.476
H 4.16709 0.99884 0.00141  0.452
O 3.74807 -1.77330 -1.81204  -0.941
H 2.93384 -1.62522 -2.29301  0.478
H 4.41944 -1.33715 -2.33670  0.460
O 2.07463 0.60929 4.61951  -0.919
H 2.58472 1.36815 4.33634  0.465
H 1.17193 0.92589 4.65308  0.455
O 1.63147 -1.49001 -3.47057  -0.941
H 1.15344 -0.68098 -3.65276  0.503
H 2.48566 -1.36215 -3.88319  0.487
O -1.05711 0.68688 3.29894  -0.947
H -0.95783 -0.05323 3.89779  0.491
H -1.25791 1.43032 3.86745  0.477
O 1.85406 -1.56801 2.17423  -0.949
H 1.86956 -0.72081 1.72898  0.486
H 1.75713 -2.20799 1.46906  0.458
C 0.10340 -4.55831 -4.80306  -0.632
C -0.68213 -3.76824 -3.73885  -0.061
O 0.17787 -3.51375 -2.63416  -0.745
H 0.87646 -3.98843 -5.31854  0.196
H -0.66850 -4.77793 -5.54065  0.198
H 0.56424 -5.50332 -4.51553  0.215
H -1.52353 -4.35782 -3.37480  0.177
H -1.02804 -2.83906 -4.19169  0.149
H 0.74678 -2.79703 -2.92443  0.479
C -2.22550 4.70217 1.25674  -0.634
C -1.38423 3.92190 2.22381  -0.062
O -1.09366 4.65715 3.40590  -0.726
H -2.76178 3.99583 0.62304  0.210
H -1.61799 5.29753 0.57514  0.209
H -2.82091 5.39741 1.84854  0.220
H -0.51029 3.44557 1.77947  0.179
H -1.98501 3.06046 2.51552  0.136
H -1.63285 4.33235 4.13072  0.465
C 0.23106 -0.70278 -0.20409  -0.637
C 0.16972 0.76409 0.08535  -0.071
O 0.87662 1.01800 1.27356  -0.780
H -0.20244 -1.27832 0.61379  0.217
H 1.27339 -1.00394 -0.30881  0.209
H -0.31512 -0.85969 -1.13424  0.206
H -0.85078 1.09222 0.28287  0.158
H 0.49134 1.40570 -0.73502  0.187
H 0.26982 0.97365 2.01614  0.508
C -4.10640 -1.02011 0.12444  -0.621
C -3.51762 -2.15929 0.78507  -0.068
O -4.29640 -2.51616 1.88385  -0.711
H -4.21940 -0.19180 0.82390  0.209
H -5.11122 -1.27438 -0.21291  0.207
H -3.57490 -0.69723 -0.77074  0.211
H -2.53375 -1.83818 1.12711  0.151
H -3.39518 -3.00784 0.11197  0.157
H -3.67125 -3.01853 2.41150  0.466

Properties
Highest occupied orbital energy (eV): -9.796
Kohn-Sham gap (eV): 9.57
SMILES: CCO.CCO.CCO.CCO.O.O.O.O.O.O.O.O

***

What did the first record say?
ORCA calculation (ωB97M-V with the def2-TZVPD basis set) on the molecule C4H7NO2 at a distorted geometry.

Each line ends with the natural charge from an NBO analysis.
Element x y z (Å)
C -1.63461 -1.26382 0.13122  0.525
N -1.20592 -0.01090 0.17783  -0.632
C 1.23456 -0.45984 -0.60376  -0.636
C 0.29743 0.17982 0.34690  -0.143
C 0.53961 1.65703 0.31533  0.410
O -0.40402 2.43209 0.70710  -0.531
O -0.96379 -2.18168 -0.39856  -0.611
H -2.65242 -1.43513 0.48273  0.127
H -1.76186 0.71116 -0.17387  0.419
H 1.47437 0.29286 -1.37777  0.194
H 0.85319 -1.36439 -0.99126  0.278
H 2.17906 -0.49504 -0.10460  0.218
H 0.48108 -0.11217 1.48730  0.232
H 1.56331 2.05002 0.00140  0.149

Properties
Highest occupied orbital energy (eV): -9.900
Kohn-Sham gap (eV): 10.13
SMILES: C[C@@H](C=O)NC=O